20
Properties=species:S:1:pos:R:3:lowdin_charge:R:1 method="wB97M-V/def2-TZVPD" spin_multiplicity=1 homo_lumo_gap_ev=7.484 homo_ev=-3.50 de_lowest_kcal_mol=37.7 charge=-1
C 0.2125 -1.7348 1.0176 -0.491
O 0.2023 -0.8675 -0.0240 -0.328
C -0.7261 -1.3200 2.1547 -0.285
C -0.3796 0.0567 2.7075 -0.140
H 1.2377 -1.8481 1.4565 0.087
H -0.0706 -2.7639 0.7088 0.079
H -0.7238 -2.0557 2.9623 0.082
H -1.7501 -1.3164 1.7742 0.090
H -1.2435 0.5389 3.1648 0.050
H -0.0476 0.6687 1.8776 0.054
H 0.4033 -0.0024 3.4619 0.055
C -0.7875 0.7189 -2.9267 -0.416
N 0.2420 0.6821 -2.0882 -0.028
C 1.2361 1.7296 -2.1145 -0.098
O -0.9879 1.5304 -3.8343 -0.079
H -1.5260 -0.0681 -2.7348 0.120
H 0.2048 0.0649 -1.2286 0.036
H 0.8627 2.5813 -2.6778 0.064
H 2.1697 1.3778 -2.5684 0.072
H 1.4715 2.0274 -1.0885 0.076



11
Properties=species:S:1:pos:R:3:lowdin_charge:R:1 method="wB97M-V/def2-TZVPD" spin_multiplicity=1 homo_lumo_gap_ev=10.504 homo_ev=-9.44 de_lowest_kcal_mol=57.3
C -2.4038 -0.1194 -0.0055 -0.103
C 1.0696 1.0208 0.2188 -0.159
C 0.6944 -1.1971 -0.1335 -0.101
N -2.5900 0.4188 -1.0054 0.060
N 0.7312 -0.2720 0.6837 -0.084
H -2.3543 -0.7705 0.8343 0.051
H 1.9852 1.3529 0.5909 0.058
H 0.3918 1.8194 0.5441 0.081
H 0.9018 1.1261 -0.8203 0.062
H 1.3552 -1.2347 -0.9759 0.073
H 0.2189 -2.1443 0.0689 0.061



61
Properties=species:S:1:pos:R:3:lowdin_charge:R:1 method="wB97M-V/def2-TZVPD" spin_multiplicity=1 homo_lumo_gap_ev=8.343 homo_ev=-7.79 de_lowest_kcal_mol=1.9
C -4.1477 -3.6753 -0.0907 -0.058
C -3.5331 -2.8277 -1.1882 -0.210
H -4.3024 -2.3440 -1.8009 0.131
H -2.9007 -3.4269 -1.8526 0.129
O -2.7294 -1.8161 -0.5759 -0.017
C -2.0071 -1.0496 -1.3901 -0.468
O -2.0144 -1.1740 -2.5895 0.129
C -1.2173 0.0284 -0.6524 -0.350
C 0.1086 0.2417 -1.4017 -0.095
H -0.0958 0.4023 -2.4610 0.125
H 0.6085 1.1243 -0.9986 0.130
C 1.0096 -0.9845 -1.2368 -0.127
N 1.2581 -1.2449 0.1597 -0.044
C 2.4320 -1.1478 0.8536 -0.486
O 2.5198 -1.5218 2.0056 0.063
N 3.4841 -0.6010 0.1469 0.142
C 4.8224 -0.5319 0.5317 -0.219
C 5.6652 0.2749 -0.2340 -0.046
C 7.0101 0.3674 0.0766 -0.551
C 7.5289 -0.3545 1.1478 -0.137
C 6.6902 -1.1541 1.8976 -0.075
C 5.3414 -1.2503 1.6031 -0.018
H 4.6884 -1.8646 2.1980 0.099
H 7.0913 -1.7140 2.7287 0.106
H 8.5801 -0.2768 1.3768 0.096
S 8.1618 1.3598 -0.8299 0.883
C 7.1177 2.3486 -1.9398 -0.405
H 7.7897 3.0499 -2.4246 0.028
H 6.3748 2.8892 -1.3607 0.037
H 6.6522 1.7122 -2.6872 0.032
H 5.2488 0.8184 -1.0696 0.092
H 3.2659 -0.0854 -0.6913 0.121
C 0.0408 -1.5332 0.8886 -0.113
C -0.9212 -0.3476 0.8024 -0.084
H -1.8422 -0.5911 1.3267 0.121
H -0.4750 0.5169 1.2961 0.139
H 0.3151 -1.7298 1.9256 0.124
H -0.4263 -2.4311 0.4688 0.130
H 1.9375 -0.8639 -1.7967 0.119
H 0.4950 -1.8584 -1.6575 0.134
C -2.0574 1.3198 -0.7539 -0.055
C -3.3891 1.2899 0.0004 -0.338
C -4.3980 2.2731 -0.6087 -0.138
C -5.6819 2.2764 0.2187 -0.197
C -5.3391 2.5721 1.6769 -0.172
H -6.2244 2.4934 2.3087 0.112
C -4.2773 1.5808 2.1524 -0.207
O -3.1219 1.6267 1.3500 -0.109
H -3.9425 1.8169 3.1647 0.126
H -4.6963 0.5609 2.1452 0.128
H -4.9405 3.5846 1.7601 0.117
H -6.3796 3.0210 -0.1684 0.109
H -6.1612 1.2962 0.1490 0.114
H -4.6089 1.9869 -1.6401 0.120
H -3.9575 3.2721 -0.6069 0.127
H -3.8295 0.2790 -0.0328 0.150
H -1.4764 2.1482 -0.3454 0.139
H -2.2487 1.5178 -1.8104 0.133
H -4.7630 -4.4539 -0.5317 0.078
H -4.7648 -3.0599 0.5584 0.076
H -3.3672 -4.1355 0.5093 0.078



44
Properties=species:S:1:pos:R:3:lowdin_charge:R:1 method="wB97M-V/def2-TZVPD" spin_multiplicity=5 homo_lumo_gap_ev="8.228 / 5.350" s_squared=6.010 homo_ev="-11.66 / -11.64" de_lowest_kcal_mol=1.1 charge=+1
Ir -0.0845 0.2143 -1.4805 1.669
O -0.7631 -1.6115 -2.9074 -0.122
C 0.3215 -2.3318 -3.4747 -0.145
C 1.6030 -1.5285 -3.4816 -0.227
C 2.7245 -1.9691 -4.1815 0.017
C 3.8979 -1.2361 -4.1154 -0.007
C 3.9222 -0.0660 -3.3678 -0.010
C 2.7621 0.3176 -2.7184 -0.092
N 1.6468 -0.4046 -2.7689 -0.031
H -1.3832 -2.2197 -2.4865 0.125
H 0.0491 -2.5965 -4.5043 0.148
H 0.5010 -3.2512 -2.9067 0.149
H 2.6777 -2.8728 -4.7675 0.131
H 4.7800 -1.5687 -4.6416 0.127
H 4.8146 0.5378 -3.2920 0.124
H 2.7180 1.2232 -2.1265 0.125
Br 0.1300 -4.1295 4.9548 0.762
C 0.2547 -2.3480 4.2918 -0.653
C 0.2145 -1.2769 5.1746 -0.095
C 0.2881 0.0155 4.6817 -0.049
C 0.4158 0.2398 3.3208 -0.013
C 0.4533 -0.8476 2.4471 -0.150
C 0.3732 -2.1475 2.9272 -0.061
C 0.4540 -0.5924 0.9907 -0.624
O -0.1841 -1.3605 0.2190 -0.063
O 1.0094 0.4342 0.5214 -0.047
H 0.1204 -1.4572 6.2326 0.109
H 0.2515 0.8462 5.3687 0.116
H 0.4830 1.2414 2.9225 0.124
H 0.4201 -2.9855 2.2505 0.114
Cl -3.1816 2.0750 3.9897 0.715
C -2.8721 2.2287 2.3048 -0.658
C -2.5621 1.0945 1.5579 -0.091
C -2.3004 1.2215 0.2034 -0.085
C -2.3149 2.4778 -0.3864 -0.134
C -2.6593 3.5997 0.3554 0.004
C -2.9428 3.4814 1.7023 -0.065
C -1.9301 2.6967 -1.8638 -0.593
O -2.5085 3.5640 -2.4659 0.142
O -0.9931 1.9404 -2.2722 -0.127
H -2.5333 0.1261 2.0357 0.115
H -2.1507 0.3184 -0.3900 0.079
H -2.7124 4.5564 -0.1377 0.130
H -3.2084 4.3511 2.2833 0.116



10
Properties=species:S:1:pos:R:3:lowdin_charge:R:1 method="wB97M-V/def2-TZVPD" spin_multiplicity=1 homo_lumo_gap_ev=9.699 homo_ev=-9.28 de_lowest_kcal_mol=92.5
C 0.9434 1.6690 0.8498 0.086
C -2.1005 1.6845 0.0232 0.042
C -0.7013 -1.8830 -0.5308 -0.479
N 1.9852 -0.1165 -0.2755 0.109
N 1.3365 0.6639 0.3988 -0.213
O -0.8440 -1.7180 -1.6363 0.232
O -1.9249 0.8115 -0.6814 0.038
O -0.6029 -2.0835 0.6180 0.173
H -0.0652 1.9189 1.0272 -0.015
H 1.9736 -0.9468 0.2071 0.028



52
Properties=species:S:1:pos:R:3:lowdin_charge:R:1 method="wB97M-V/def2-TZVPD" spin_multiplicity=1 homo_lumo_gap_ev=7.210 homo_ev=-5.31 charge=-1
C -4.5114 1.6289 -0.1586 -0.192
C -3.2873 1.3778 -1.0328 -0.743
Br -4.0445 1.3164 -2.8570 0.641
C -2.5950 0.0394 -0.6524 -0.310
C -1.2428 0.0604 0.1143 -0.640
S -1.5036 1.2696 1.4906 0.896
C 0.1417 0.1783 -0.6081 -0.389
C 0.3151 -0.5613 -2.0084 -0.523
Br -0.8349 0.2698 -3.5131 0.644
C 0.1861 -2.0628 -2.3478 -0.710
C 0.8981 -3.1361 -1.5414 -0.152
Br -1.6277 -2.7883 -2.7087 0.707
P 0.0806 1.9640 -1.3968 0.826
N 1.6019 2.1418 -2.2054 -0.154
O 0.1728 3.1897 -0.2746 -0.339
C 1.4149 -0.0334 0.3911 -0.271
N 2.4212 -0.6331 -0.5431 0.125
C 3.3919 -0.0470 -0.9808 -0.342
O 4.3363 0.4947 -1.3278 0.215
S 2.2267 1.3986 1.2216 0.630
O 1.3634 2.1233 2.0828 -0.293
O 3.4091 0.9049 1.8222 -0.212
F 2.7080 2.4271 0.1473 -0.145
C 1.2785 -1.2151 1.4562 -0.371
C 2.5369 -2.2415 1.3718 -0.717
O 3.6519 -1.7951 1.6669 -0.013
O 2.2212 -3.4229 1.0709 -0.024
P 1.1160 -1.1186 3.3842 0.941
N 0.2174 0.2721 3.8219 -0.209
O 2.5841 -0.7836 4.0096 -0.279
O 0.1659 -2.0873 1.1035 -0.255
S -1.2982 -1.5364 1.0850 0.561
O -2.0793 -2.4834 0.3546 -0.298
O -1.8590 -1.2948 2.3778 -0.321
H -5.2314 0.8236 -0.2608 0.074
H -4.9953 2.5443 -0.4915 0.059
H -4.2379 1.7745 0.8815 0.056
H -2.6474 2.2453 -0.9824 0.028
H -3.3013 -0.3982 0.0451 0.099
H -2.6521 -0.5971 -1.5264 0.004
H -1.7854 2.4118 0.8480 -0.106
H 1.2317 -0.2582 -2.4786 0.040
H 0.5906 -2.1476 -3.3467 0.055
H 1.0098 -3.9732 -2.2329 0.076
H 0.3045 -3.5501 -0.7435 0.056
H 1.9020 -2.8869 -1.2335 0.065
H 1.4923 1.8621 -3.1747 0.016
H 1.7922 3.1366 -2.2327 0.045
H -0.1658 3.9650 -0.7323 0.052
H 0.7957 1.0412 4.1435 0.027
H -0.3777 0.0241 4.6012 0.033
H 2.7198 0.1664 4.1017 0.038



| no. | energy (eV) | strongest force on any atom (Eh/bohr) |
| --- | --- | --- |
| 1 | -10965.355 | 0.009 |
| 2 | -6186.061 | 0.056 |
| 3 | -45340.479 | 0.012 |
| 4 | -118105.862 | 0.094 |
| 5 | -12262.969 | 0.074 |
| 6 | -301607.996 | 0.068 |